Record 1
Below is a structure of composition C44H44BrFeGeIN4, with properties calculated with wB97M-V/def2-TZVPD.

CARTESIAN COORDINATES (ANGSTROEM)
Fe 0.5596 1.5024 0.2993
C -0.7648 2.7282 -2.0134
C -1.7770 2.3828 -0.9550
N -1.1154 2.5283 0.3622
C -0.8231 3.9423 0.7388
C 0.5930 4.3779 0.3492
N 1.5456 3.2269 0.2928
C 2.4315 3.2305 -0.8964
C 1.6989 2.6907 -2.1298
N 0.4737 1.9522 -1.7367
H -1.1462 2.5118 -3.0111
H -0.5203 3.7887 -1.9894
H -2.6797 2.9942 -1.0197
H -2.0527 1.3370 -1.0832
H -1.7354 2.1566 1.0835
H -1.5560 4.6104 0.2806
H -0.9549 4.0206 1.8181
H 0.9519 5.1083 1.0741
H 0.6091 4.8779 -0.6180
H 2.1422 3.2765 1.1124
H 2.8330 4.2294 -1.0797
H 3.2669 2.5805 -0.6560
H 1.4322 3.4963 -2.8134
H 2.3617 2.0242 -2.6787
H 0.4121 1.0782 -2.2522
C 4.5466 0.3121 -1.0381
C 4.3999 0.6023 0.3084
C 3.1998 0.2786 0.9283
C 2.1507 -0.3254 0.2186
C 2.2968 -0.6532 -1.1489
C 3.5102 -0.3000 -1.7433
C 1.0019 -0.8433 1.0276
C 1.2526 -1.6862 2.1289
C 0.1880 -2.1168 2.8603
C -1.1186 -1.7301 2.4959
C -2.2533 -2.1897 3.2066
C -3.5077 -1.8219 2.8171
C -3.6753 -0.9866 1.6930
C -2.5952 -0.5085 1.0009
C -1.2869 -0.8626 1.3934
N -0.1958 -0.4043 0.6832
H 5.4797 0.5316 -1.5455
H 5.2095 1.0482 0.8745
H 3.0903 0.4574 1.9935
H 3.6891 -0.5525 -2.7819
H 2.2669 -1.9889 2.3526
H 0.3253 -2.7723 3.7137
H -2.1057 -2.8522 4.0517
H -4.3773 -2.1797 3.3524
H -4.6770 -0.7275 1.3686
H -2.7439 0.0909 0.1150
Br -2.6842 2.0648 3.6586
C -1.5787 3.4282 4.3482
C -2.1735 4.5096 4.9857
C -1.3852 5.5172 5.5170
C -0.0021 5.4507 5.4159
C 0.5958 4.3762 4.7764
C -0.1988 3.3682 4.2405
I 0.7948 1.7540 3.3559
H -3.2508 4.5519 5.0709
H -1.8543 6.3556 6.0165
H 0.6156 6.2314 5.8404
H 1.6747 4.3163 4.7035
C 2.0377 -2.1563 -3.9464
Ge 1.1445 -1.8829 -2.2408
C -0.5817 -1.0444 -2.6260
C -1.7204 -1.2720 -1.8502
C -2.9527 -0.7494 -2.2180
C -3.0717 0.0193 -3.3714
C -1.9550 0.2460 -4.1646
C -0.7246 -0.2912 -3.7962
C 1.0555 -3.5152 -1.1858
C 1.9685 -3.6943 -0.1778
C 1.9851 -4.8635 0.6155
C 1.0693 -5.8453 0.3885
C 0.1277 -5.7293 -0.6638
C -0.7861 -6.7772 -0.9367
C -1.6456 -6.6943 -1.9913
C -1.6240 -5.5582 -2.8276
C -0.7636 -4.5280 -2.5782
C 0.1287 -4.5685 -1.4762
H 1.3619 -2.7417 -4.5733
H 2.9564 -2.7304 -3.8188
H 2.2696 -1.2316 -4.4780
H -1.6555 -1.8992 -0.9654
H -3.8317 -0.9633 -1.6199
H -4.0372 0.4124 -3.6674
H -2.0452 0.8111 -5.0850
H 0.1246 -0.1431 -4.4597
H 2.7201 -2.9386 0.0282
H 2.7298 -4.9729 1.3947
H 1.0653 -6.7480 0.9890
H -0.7737 -7.6544 -0.3005
H -2.3314 -7.5034 -2.2046
H -2.2912 -5.5122 -3.6794
H -0.7623 -3.6764 -3.2473

Its net charge is +2. The frontier orbital gap (alpha / beta) comes out at 6.70 / 6.70 eV. The spin multiplicity is 1.

Here are the Löwdin charges for atoms 1 to 5, given in e: number 1, Fe, carries 0.43; number 2, C, carries -0.14; number 3, C, carries -0.14; number 4, N, carries -0.11; number 5, C, carries -0.14

=====

Record 2
Below is a cluster of 8 separate species, C44H44N4 in total, with properties calculated with wB97M-V/def2-TZVPD.

CARTESIAN COORDINATES (ANGSTROEM)
C 21.4616 -12.7143 4.4558
C 22.6068 -12.6199 3.7234
C 23.8647 -12.6789 4.3651
C 23.9142 -12.8147 5.7305
C 22.7230 -12.8648 6.4770
C 21.5285 -12.7689 5.8318
H 20.5138 -12.7894 3.9525
H 22.5807 -12.5079 2.6375
H 24.7916 -12.6991 3.8200
H 24.8965 -12.8828 6.1889
H 22.7892 -13.0293 7.5133
H 20.6172 -12.9293 6.3891
C 18.2685 -13.1962 1.3629
C 17.6920 -13.8550 2.4190
C 18.3066 -14.9154 3.0419
C 19.5588 -15.2923 2.5897
C 20.1800 -14.6539 1.5685
C 19.5373 -13.5420 0.9520
H 17.8348 -12.3053 0.9133
H 16.7254 -13.4761 2.7215
H 17.7826 -15.5182 3.7829
H 20.0920 -16.0965 3.1124
H 21.1381 -15.0244 1.2275
H 19.9685 -13.0349 0.1303
C 20.0619 -11.5480 10.1531
C 20.6388 -12.6851 9.5969
C 19.8277 -13.7715 9.3647
C 18.5004 -13.7594 9.7024
C 17.9444 -12.6373 10.2843
C 18.7157 -11.5318 10.5296
H 20.7947 -10.7897 10.3070
H 21.6542 -12.6745 9.3317
H 20.2838 -14.6146 8.8711
H 17.8385 -14.5826 9.4402
H 16.8804 -12.5488 10.4548
H 18.3107 -10.6436 10.9817
C 22.0214 -7.9953 9.6556
C 22.7310 -8.6635 10.6457
C 23.5344 -9.7411 10.2975
C 23.5663 -10.1719 8.9401
C 22.8573 -9.4653 7.9410
C 22.0899 -8.3668 8.3351
H 21.4284 -7.1335 9.9121
H 22.6012 -8.3619 11.6740
H 24.1126 -10.2809 11.0267
H 24.1710 -10.9709 8.5770
H 22.9747 -9.7786 6.9124
H 21.6032 -7.7873 7.5412
N 24.9618 -8.2156 4.5271
C 24.5205 -6.9696 4.6025
C 23.2509 -6.6233 4.2373
C 22.3547 -7.5847 3.7892
C 22.8433 -8.8595 3.6900
C 24.1202 -9.1594 4.1105
H 25.1616 -6.2161 5.0855
H 22.9309 -5.6047 4.3723
H 21.3054 -7.3136 3.6159
H 22.2112 -9.6873 3.5281
H 24.4908 -10.2138 4.1840
N 15.6971 -14.9357 8.3140
C 15.9613 -14.1234 7.2755
C 15.4367 -14.3371 5.9730
C 14.6844 -15.4709 5.6870
C 14.4499 -16.3388 6.7676
C 14.9164 -16.0047 8.0450
H 16.6319 -13.3018 7.4167
H 15.6885 -13.6861 5.1812
H 14.3030 -15.6327 4.7006
H 13.8399 -17.2483 6.6259
H 14.7316 -16.7086 8.8521
N 11.7813 -9.3797 8.0603
C 12.9786 -9.3812 7.5023
C 13.5064 -10.5719 7.0128
C 12.7602 -11.7780 7.0003
C 11.4822 -11.6654 7.4977
C 10.9814 -10.4380 8.0162
H 13.6205 -8.5204 7.5491
H 14.5294 -10.5830 6.6797
H 13.2173 -12.6986 6.6607
H 10.7794 -12.4800 7.5012
H 9.9919 -10.3234 8.4236
N 16.9316 -10.8537 5.7290
C 17.6898 -10.8187 6.8515
C 18.9816 -10.3760 6.8317
C 19.5729 -9.9838 5.6427
C 18.8188 -10.1156 4.4856
C 17.4870 -10.5910 4.5673
H 17.2876 -11.0869 7.8398
H 19.4718 -10.2414 7.7673
H 20.6055 -9.6818 5.6346
H 19.3644 -9.9856 3.5585
H 16.9349 -10.7872 3.6475

Its net charge is 0. The frontier orbital gap comes out at 9.72 eV. The SMILES is c1ccccc1.c1ccccc1.c1ccccc1.c1ccccc1.c1ccncc1.c1ccncc1.c1ccncc1.c1ccncc1. The spin multiplicity is 1.

Here are the Löwdin charges for atoms 1 to 5, given in e: number 1, C, carries -0.10; number 2, C, carries -0.09; number 3, C, carries -0.11; number 4, C, carries -0.09; number 5, C, carries -0.09

=====

Record 3
Below is a structure of composition C44H45As2N4O13PY, with properties calculated with wB97M-V/def2-TZVPD.

CARTESIAN COORDINATES (ANGSTROEM)
Y -0.8833 -0.1038 -0.5950
O -0.1096 -2.2297 -0.3099
C -0.8286 -2.3738 -1.3399
O -1.9548 -1.7909 -1.4009
C -0.2148 -2.9133 -2.5833
P 0.2738 -1.2115 -3.2948
C 2.0945 -1.0839 -3.0944
C 2.6602 -0.0018 -3.7732
C 4.0154 0.2632 -3.6919
C 4.8311 -0.5565 -2.9249
C 4.2795 -1.6312 -2.2480
C 2.9200 -1.8958 -2.3286
C 0.2546 -1.6493 -5.0741
C -0.7931 -1.1653 -5.8507
C -0.9050 -1.5388 -7.1809
C 0.0329 -2.3937 -7.7377
C 1.0912 -2.8627 -6.9707
C 1.2068 -2.4907 -5.6429
H -0.9445 -3.3562 -3.2573
H 0.6289 -3.5715 -2.3950
H 2.0215 0.6216 -4.3863
H 4.4449 1.0946 -4.2356
H 5.8934 -0.3667 -2.8700
H 4.9155 -2.2773 -1.6602
H 2.5148 -2.7409 -1.7900
H -1.5158 -0.4979 -5.3981
H -1.7210 -1.1637 -7.7831
H -0.0572 -2.6962 -8.7716
H 1.8311 -3.5183 -7.4095
H 2.0332 -2.8458 -5.0415
O -0.3962 1.2252 -2.0602
C -0.8405 2.3093 -2.6478
C -0.3277 2.6937 -3.9030
C -0.6371 3.9108 -4.4633
C -1.4830 4.7934 -3.7979
C -2.0665 4.4075 -2.6134
C -1.7909 3.1630 -2.0329
C -2.5031 2.7291 -0.8489
N -2.5755 1.4877 -0.3565
C -3.4381 1.5479 0.7144
C -3.8809 2.8210 0.8809
N -3.2847 3.5536 -0.1076
H 0.3175 1.9946 -4.4164
H -0.2194 4.1836 -5.4217
H -1.7126 5.7622 -4.2130
H -2.7661 5.0839 -2.1427
H -3.7233 0.6719 1.2745
H -4.5469 3.2566 1.6002
H -3.4042 4.5408 -0.2590
O 5.0253 4.4074 -3.1158
C 4.0037 4.4922 -2.1704
N 3.6465 3.1904 -1.6399
C 3.8941 2.8140 -0.3643
O 4.4211 3.5150 0.4761
C 3.4038 1.4356 -0.0345
C 4.1149 0.5962 0.8151
C 3.5503 -0.6178 1.1623
C 2.2916 -0.9313 0.6776
N 1.5982 -0.1320 -0.1327
C 2.1600 1.0223 -0.4880
H 5.8648 4.2270 -2.6771
H 3.1357 4.8994 -2.6947
H 4.2607 5.1229 -1.3135
H 3.3323 2.5035 -2.3099
H 5.0830 0.9001 1.1885
H 4.0634 -1.3049 1.8178
H 1.8084 -1.8627 0.9400
H 1.5677 1.6518 -1.1418
C -0.2481 2.9725 3.1116
O -0.3212 1.5722 3.3915
C -0.2892 0.7240 2.3851
O -0.3085 1.1015 1.2122
C -0.4307 -0.6652 2.8396
C 0.1927 -1.0511 3.9667
As -0.5681 -2.1582 5.3797
C -0.0707 -3.9885 4.7955
C -2.4069 -2.0875 4.7297
C -2.9428 -1.6589 3.5893
As -1.9521 -1.4801 1.8660
C -1.6638 -3.4364 1.7904
C -4.4180 -1.5347 3.4868
O -5.1737 -1.4276 4.4153
O -4.7967 -1.5328 2.1978
C -6.2076 -1.4497 1.9645
C -3.2844 -2.6164 5.8246
O -3.7799 -3.7103 5.7600
O -3.3090 -1.8070 6.8730
C -4.1511 -2.2135 7.9595
C 1.3282 -0.2672 4.5227
O 1.5474 -0.2109 5.7072
O 2.0908 0.3151 3.5897
C 3.1684 1.1302 4.0698
H 0.3302 3.4210 3.9156
H -1.2569 3.3843 3.1164
H 0.2191 3.1461 2.1430
H 0.8193 -4.2898 5.3481
H 0.1361 -4.0156 3.7294
H -0.8836 -4.6696 5.0432
H -1.9640 -3.9353 2.7100
H -0.6391 -3.6771 1.5173
H -2.3118 -3.7837 0.9804
H -6.3349 -1.2284 0.9086
H -6.6354 -0.6640 2.5884
H -6.6817 -2.3991 2.2167
H -5.1962 -2.0717 7.6795
H -3.8855 -1.5818 8.8029
H -3.9858 -3.2666 8.1889
H 3.3521 1.8901 3.3136
H 4.0577 0.5157 4.2114
H 2.8935 1.5892 5.0180

Its net charge is +1. The frontier orbital gap comes out at 6.74 eV. The spin multiplicity is 1.

Here are the Löwdin charges for atoms 1 to 5, given in e: number 1, Y, carries 1.35; number 2, O, carries -0.16; number 3, C, carries -0.79; number 4, O, carries -0.14; number 5, C, carries -0.16

=====

Record 4
Below is a structure of composition C44H45F6IN2O2, with properties calculated with wB97M-V/def2-TZVPD.

CARTESIAN COORDINATES (ANGSTROEM)
C 2.8807 0.6961 -1.0916
C 3.8287 0.5000 -2.2656
C 3.5626 1.3843 -3.4688
F 4.7723 1.6413 -4.0737
C 3.0202 2.6923 -3.0922
N 2.6188 3.7005 -2.6699
C 2.6498 0.7797 -4.5604
I 3.6227 -0.8758 -5.5560
C 2.5221 1.7906 -5.5911
N 2.3580 2.6281 -6.3869
C 1.2275 0.4549 -4.0805
C 0.9948 -0.9329 -3.5254
C -0.3795 -1.1219 -2.8530
C -1.5630 -0.3653 -3.4903
C -2.0488 0.8167 -2.6272
C -1.8628 2.1551 -3.3162
O -1.9808 3.1990 -2.3424
C -0.8843 4.0023 -2.2164
C -0.3316 4.6720 -3.4413
O -0.3943 4.1771 -1.1245
H 1.9574 0.1564 -1.2158
H 3.3518 0.2630 -0.2227
H 2.6891 1.7321 -0.8551
H 3.7246 -0.5203 -2.6058
H 4.8595 0.6141 -1.9735
H 0.5901 0.5610 -4.9445
H 0.9036 1.2231 -3.3900
H 1.0880 -1.6842 -4.2907
H 1.7462 -1.1849 -2.7905
H -0.3045 -0.9132 -1.7960
H -0.5968 -2.1767 -2.9392
H -2.3845 -1.0618 -3.5473
H -1.3612 -0.0556 -4.5068
H -3.1120 0.7043 -2.4814
H -1.6064 0.8325 -1.6429
H -0.9394 2.2118 -3.8763
H -2.6742 2.2721 -4.0244
H -1.0957 5.0503 -4.1036
H 0.3292 3.9923 -3.9601
H 0.2670 5.4986 -3.1016
F -4.9949 -0.2544 -1.9455
C -5.8244 0.1564 -0.9589
C -6.4003 1.4065 -1.0494
C -7.2518 1.8231 -0.0371
C -7.5074 0.9933 1.0463
C -6.9131 -0.2592 1.1183
C -6.0659 -0.6867 0.1059
H -6.1813 2.0401 -1.8986
H -7.7158 2.7980 -0.0948
H -8.1703 1.3230 1.8347
H -7.1079 -0.9029 1.9606
H -5.5979 -1.6620 0.1376
F 4.2881 -2.3903 -0.4502
C 5.5707 -2.8234 -0.5147
C 6.3100 -2.5401 -1.6439
C 7.6238 -2.9784 -1.7119
C 8.1728 -3.6949 -0.6576
C 7.4077 -3.9713 0.4678
C 6.0953 -3.5308 0.5466
H 5.8578 -1.9848 -2.4553
H 8.2182 -2.7596 -2.5882
H 9.1969 -4.0379 -0.7135
H 7.8333 -4.5318 1.2884
H 5.4868 -3.7296 1.4160
F 5.6957 -2.0810 3.2216
C 4.5371 -1.5258 3.6396
C 3.6878 -0.9791 2.7008
C 2.4960 -0.4120 3.1265
C 2.1767 -0.3925 4.4767
C 3.0480 -0.9459 5.4055
C 4.2383 -1.5232 4.9866
H 3.9604 -1.0029 1.6549
H 1.8163 0.0164 2.4022
H 1.2488 0.0553 4.8055
H 2.8014 -0.9256 6.4582
H 4.9290 -1.9660 5.6918
F 2.0844 2.1227 7.6836
C 2.6177 3.0671 6.8815
C 3.9609 3.0038 6.5687
C 4.5048 3.9720 5.7387
C 3.7066 4.9911 5.2388
C 2.3594 5.0389 5.5669
C 1.8062 4.0698 6.3907
H 4.5691 2.2047 6.9713
H 5.5540 3.9291 5.4811
H 4.1341 5.7459 4.5930
H 1.7353 5.8327 5.1805
H 0.7564 4.0863 6.6516
F -8.6979 -2.4524 2.5988
C -9.0435 -3.4548 1.7620
C -9.2704 -4.7124 2.2819
C -9.6270 -5.7372 1.4182
C -9.7435 -5.4941 0.0566
C -9.5068 -4.2213 -0.4437
C -9.1571 -3.1878 0.4128
H -9.1680 -4.8812 3.3455
H -9.8143 -6.7274 1.8099
H -10.0189 -6.2968 -0.6137
H -9.5938 -4.0307 -1.5045
H -8.9742 -2.1868 0.0449

Its net charge is 0. The frontier orbital gap comes out at 8.78 eV. The spin multiplicity is 1. Its energy above the lowest of the compared OMol25 structures with the same formula, charge and spin is 0.0 kcal per mole.

Here are the Löwdin charges for atoms 1 to 5, given in e: number 1, C, carries -0.05; number 2, C, carries -0.16; number 3, C, carries -0.51; number 4, F, carries 0.01; number 5, C, carries -0.12

=====

In order of appearance, total energy = -221337.7801, -52300.3928, -210944.1457, -77837.1324 eV.
In order of appearance, largest force on an atom = 0.514, 2.657, 2.134, 2.901 eV/A.